1.
Here is a molecular structure, C18H14N12OPtS5 at a distorted geometry from the OMol25 dataset. Energies are from wB97M-V/def2-TZVPD.

Atoms and positions in Å:
Pt (-0.0902, -0.2431, 0.1496)
O (-0.1870, -3.3557, -2.5667)
C (0.0106, -2.3220, -1.9508)
N (-0.1636, -2.1419, -0.6419)
C (-0.6184, -3.2412, 0.1676)
C (-1.0663, -2.7325, 1.4983)
C (-1.9507, -3.4279, 2.3069)
C (-2.2647, -2.9225, 3.5583)
C (-1.6772, -1.7358, 3.9773)
C (-0.8156, -1.0918, 3.1159)
N (-0.5289, -1.5741, 1.9031)
C (0.5428, -1.0928, -2.6171)
C (1.1620, -1.1886, -3.8494)
C (1.7035, -0.0467, -4.4143)
C (1.5991, 1.1576, -3.7310)
C (0.9492, 1.1752, -2.5118)
N (0.4372, 0.0708, -1.9767)
H (0.2103, -3.9442, 0.3290)
H (-1.4107, -3.8031, -0.3331)
H (-2.3795, -4.3556, 1.9559)
H (-2.9531, -3.4529, 4.2013)
H (-1.8825, -1.3160, 4.9503)
H (-0.3208, -0.1710, 3.3975)
H (1.2021, -2.1629, -4.3150)
H (2.2081, -0.1003, -5.3693)
H (2.0047, 2.0716, -4.1382)
H (0.8269, 2.0897, -1.9468)
N (1.5601, 2.3812, 2.0599)
C (2.3402, 1.5542, 1.3154)
N (3.6591, 1.5855, 1.2605)
N (4.0000, 0.6239, 0.3926)
N (2.9595, 0.0297, -0.0681)
N (1.8768, 0.5951, 0.5000)
C (0.2011, 2.3653, 2.0065)
N (-0.5822, 3.1960, 2.6685)
N (-1.8276, 2.8440, 2.3368)
N (-1.8217, 1.8630, 1.5129)
N (-0.5454, 1.5167, 1.2713)
H (2.0103, 3.0973, 2.6050)
C (-4.6147, 1.9873, -2.5114)
S (-5.7352, 0.6748, -1.9497)
C (-5.1471, 0.2422, -0.3597)
C (-3.8755, -0.0311, 0.0400)
S (-2.4965, -0.0522, -0.9838)
S (-3.7274, -0.5495, 1.7071)
C (-5.4048, -0.6101, 2.0986)
S (-5.9713, -1.1369, 3.5429)
S (-6.4136, -0.0140, 0.8171)
H (-4.8691, 2.1611, -3.5539)
H (-3.5797, 1.6729, -2.4271)
H (-4.7998, 2.8828, -1.9244)

Atoms 1-3, force components in eV/Å:
-1.87 -0.29 -0.81
0.07 -0.04 0.02
0.06 -0.13 0.02

Results
- calculated total energy (a.u.) = -3536.81520
- largest force on an atom (hartree/bohr) = 0.0400
- net charge = 0


2.
Here is 2 unconnected molecules or ions with the total composition C18H14N6O3 at a distorted geometry from the OMol25 dataset. Energies are from wB97M-V/def2-TZVPD.

Atoms and positions in Å:
C (4.1539, 3.2250, -1.3805)
C (4.1426, 2.7778, -0.0464)
C (2.9394, 2.4095, 0.5590)
C (1.7273, 2.4756, -0.1485)
C (0.4673, 2.0869, 0.5676)
C (-0.7462, 1.9412, -0.1543)
N (-1.9554, 2.2822, 0.4383)
C (-2.1220, 2.4081, 1.8063)
C (-3.3931, 2.4041, 2.3530)
C (-4.5088, 2.5949, 1.5298)
C (-4.2943, 2.6685, 0.1467)
C (-3.0415, 2.4993, -0.3917)
O (0.5626, 1.8339, 1.8021)
C (1.7386, 2.9677, -1.4600)
C (2.9419, 3.3160, -2.0826)
H (5.0984, 3.5159, -1.8530)
H (5.0705, 2.7133, 0.5304)
H (2.9107, 2.1056, 1.6073)
H (-0.7347, 1.9036, -1.2480)
H (-1.2213, 2.4144, 2.4174)
H (-3.4795, 2.2998, 3.4326)
H (-5.5020, 2.6943, 1.9649)
H (-5.1092, 2.8801, -0.5511)
H (-2.7662, 2.5831, -1.4435)
H (0.7906, 3.1210, -1.9749)
H (2.9394, 3.6618, -3.1195)
O (1.2533, -0.4613, -1.4913)
N (0.3351, -1.1944, -1.9551)
C (-0.9388, -1.1748, -1.3170)
C (-1.0766, -0.5162, -0.0956)
N (-2.2524, -0.7720, 0.5559)
N (-2.6190, -0.3007, 1.8025)
N (-3.8756, -0.6224, 1.9575)
N (-4.3749, -1.2849, 0.8760)
C (-3.3572, -1.4060, 0.0085)
C (-3.2231, -1.9741, -1.2802)
C (-1.9976, -1.9235, -1.8897)
O (0.5257, -1.9383, -2.9344)
H (-0.2554, -0.1414, 0.5127)
H (-4.1039, -2.4668, -1.6961)
H (-1.7688, -2.4728, -2.8007)

Atoms 1-3, force components in eV/Å:
-0.37 -0.18 0.31
-0.23 0.07 -0.26
0.02 0.10 -0.13

Results
- calculated total energy (a.u.) = -1248.36706
- largest force on an atom (hartree/bohr) = 0.0630
- net charge = 0


3.
Here is a molecular structure, C18H15BrCl3GeMnSe3SiTe from the OMol25 dataset. Energies are from wB97M-V/def2-TZVPD.

Atoms and positions in Å:
Mn (-0.1569, -0.1675, -0.5990)
Se (2.3428, -0.6237, -0.6271)
Se (3.3334, -0.0696, 1.3855)
Te (1.3609, 0.0392, 3.0619)
Se (-0.5003, -0.8770, 1.7533)
Br (-0.6421, 0.5936, -2.8959)
Cl (-0.0767, -3.3715, -3.0642)
Si (-0.8260, -2.5749, -1.2476)
Cl (-0.5134, -4.2260, 0.0497)
Cl (-2.9423, -2.7175, -1.5745)
C (-4.5649, 4.2491, -1.8316)
C (-4.6327, 3.7477, -0.5397)
C (-3.5055, 3.1886, 0.0514)
C (-2.2901, 3.1053, -0.6247)
C (-2.2447, 3.6122, -1.9263)
C (-3.3620, 4.1783, -2.5230)
Ge (-0.6551, 2.3145, 0.1979)
C (-0.9260, 2.8438, 2.1081)
C (-0.2185, 3.8985, 2.6851)
C (-0.4091, 4.2707, 4.0108)
C (-1.3208, 3.5888, 4.8031)
C (-2.0295, 2.5278, 4.2552)
C (-1.8258, 2.1615, 2.9322)
C (0.7435, 3.6118, -0.3612)
C (0.4435, 4.9641, -0.5454)
C (1.4198, 5.8821, -0.9077)
C (2.7301, 5.4600, -1.1003)
C (3.0458, 4.1206, -0.9266)
C (2.0620, 3.2076, -0.5635)
H (-5.4408, 4.6870, -2.2967)
H (-5.5639, 3.7921, 0.0137)
H (-3.5863, 2.8160, 1.0669)
H (-1.3207, 3.5497, -2.4886)
H (-3.2948, 4.5571, -3.5367)
H (0.5115, 4.4406, 2.0972)
H (0.1644, 5.0914, 4.4265)
H (-1.4696, 3.8717, 5.8388)
H (-2.7322, 1.9705, 4.8642)
H (-2.3626, 1.3062, 2.5404)
H (-0.5763, 5.3104, -0.4037)
H (1.1576, 6.9258, -1.0418)
H (3.4962, 6.1708, -1.3898)
H (4.0613, 3.7750, -1.0795)
H (2.3264, 2.1619, -0.4447)

Atoms 1-3, force components in eV/Å:
-0.10 0.42 0.05
0.26 -0.15 -0.38
0.03 -0.04 0.26

Results
- calculated total energy (a.u.) = -15639.59287
- largest force on an atom (hartree/bohr) = 0.0117
- spin multiplicity = 5
- net charge = -2


4.
Here is a molecular structure, C18H15BrI2N3NaO6Se from the OMol25 dataset. Energies are from wB97M-V/def2-TZVPD.

Atoms and positions in Å:
Na (0.8403, 1.3980, -1.4463)
I (-7.3184, 0.9001, 0.3937)
C (-5.2999, 1.0401, -0.0861)
C (-4.8004, 2.1807, -0.7037)
C (-3.4536, 2.2706, -1.0157)
I (-2.7561, 3.9868, -1.9629)
C (-2.5210, 1.2347, -0.7258)
O (-1.2810, 1.2617, -0.9831)
C (-3.0978, 0.0734, -0.0892)
C (-2.1296, -1.0462, 0.1613)
N (-2.0053, -1.8772, -1.0405)
C (-1.3225, -3.1355, -0.8795)
C (0.2007, -3.0816, -0.9221)
C (0.9247, -4.1761, -1.3825)
C (2.3049, -4.0788, -1.4828)
C (2.9154, -2.8827, -1.1408)
C (2.1200, -1.8431, -0.6834)
N (0.7928, -1.9456, -0.5590)
C (-4.4326, -0.0153, 0.2122)
H (-5.4594, 3.0033, -0.9489)
H (-2.4670, -1.6934, 0.9804)
H (-1.1742, -0.6026, 0.4408)
H (-1.5240, -1.3305, -1.7479)
H (-1.6252, -3.8253, -1.6777)
H (-1.6616, -3.6036, 0.0517)
H (0.4005, -5.0745, -1.6904)
H (2.8911, -4.9092, -1.8598)
H (3.9753, -2.7126, -1.2642)
H (2.5655, -0.8801, -0.4568)
H (-4.8149, -0.9170, 0.6794)
O (2.9741, 2.8047, 4.6961)
C (2.2897, 2.4388, 3.5679)
C (2.0248, 1.1124, 3.2611)
C (1.3206, 0.8419, 2.1028)
N (0.8899, 1.7858, 1.2689)
C (1.1857, 3.0207, 1.5747)
Br (0.6445, 4.3556, 0.3265)
C (1.8617, 3.4356, 2.7116)
H (3.2241, 2.0025, 5.1648)
H (2.3612, 0.3052, 3.9016)
H (1.0939, -0.1767, 1.8171)
H (2.0715, 4.4754, 2.9085)
O (4.5306, 2.3200, -2.8593)
Se (3.4997, 1.1804, -2.3204)
O (2.0990, 1.1671, -3.2226)
O (2.9719, 1.5317, -0.7722)
O (4.1702, -0.3198, -2.2975)

Atoms 1-3, force components in eV/Å:
-0.46 0.05 0.29
-0.25 0.00 0.05
0.53 0.12 -0.15

Results
- calculated total energy (a.u.) = -7043.83054
- largest force on an atom (hartree/bohr) = 0.0144
- net charge = -2


5.
Here is a molecular structure, C18H15ClI2N2O4Pb at a distorted geometry from the OMol25 dataset. Energies are from wB97M-V/def2-TZVPD.

Atoms and positions in Å:
Pb (10.7917, 7.2127, 13.8435)
O (9.8649, 7.4397, 15.9755)
C (10.3684, 8.3375, 16.8376)
C (10.2872, 8.0755, 18.2342)
C (10.6821, 8.9751, 19.1691)
C (11.3775, 10.1300, 18.8131)
C (11.5427, 10.4573, 17.5105)
C (10.8125, 9.6537, 16.5089)
C (10.6680, 10.2648, 15.2362)
N (10.5098, 9.7096, 14.0139)
C (10.4072, 10.7365, 13.0988)
C (10.5022, 11.9409, 13.7731)
N (10.6626, 11.6648, 15.0954)
H (9.7545, 7.1722, 18.5663)
H (10.4385, 8.7422, 20.2189)
H (11.8426, 10.7662, 19.5546)
H (12.0743, 11.3576, 17.1871)
H (10.2561, 10.5501, 12.0152)
H (10.5586, 12.9615, 13.4289)
H (10.8134, 12.3240, 15.8543)
I (13.9994, 7.7955, 14.5632)
I (17.2136, 7.8008, 12.2218)
C (5.6639, 5.3680, 8.2113)
C (6.9116, 6.2596, 8.1952)
C (7.2099, 7.0272, 7.0781)
C (8.3617, 7.8042, 7.0862)
Cl (8.6772, 8.8650, 5.7864)
C (9.2478, 7.7692, 8.2081)
C (8.8469, 7.1003, 9.3706)
C (7.6894, 6.3376, 9.3743)
O (7.2512, 5.5384, 10.3803)
C (8.0480, 5.3352, 11.6032)
C (7.8617, 6.4443, 12.6708)
O (6.9296, 6.4489, 13.4480)
O (8.8264, 7.3681, 12.5752)
H (4.8973, 5.6907, 7.5019)
H (5.2379, 5.3411, 9.2267)
H (5.9137, 4.3580, 7.8812)
H (6.4596, 7.0730, 6.2642)
H (10.1997, 8.2889, 8.1883)
H (9.4062, 7.1959, 10.3352)
H (9.1348, 5.1746, 11.3946)
H (7.6272, 4.4635, 12.0389)

Atoms 1-3, force components in eV/Å:
-1.56 0.70 0.05
1.43 1.87 0.92
-1.27 -1.08 -1.08

Results
- calculated total energy (a.u.) = -2353.74984
- largest force on an atom (hartree/bohr) = 0.0506
- net charge = 0


6.
Here is a molecular structure, C18H15F10N5STa from the OMol25 dataset. Energies are from wB97M-V/def2-TZVPD.

Atoms and positions in Å:
Ta (0.0395, -0.6552, -0.7930)
C (0.0740, 1.5136, 0.9831)
N (-0.0048, 1.5626, -0.4980)
C (-1.2963, 2.1561, -0.9768)
C (-1.7434, 1.3381, -2.1778)
N (-1.5363, -0.0621, -1.7299)
C (-2.5792, -0.9916, -1.8825)
C (-2.6958, -1.9483, -0.8805)
F (-1.7079, -1.8543, 0.1212)
C (-3.6399, -2.9410, -0.8426)
F (-3.6620, -3.8316, 0.1281)
C (-4.5625, -2.9747, -1.8920)
F (-5.4863, -3.8989, -1.9046)
C (-4.4840, -2.0454, -2.9275)
F (-5.3353, -2.1002, -3.9175)
C (-3.4929, -1.0652, -2.9290)
F (-3.4102, -0.2135, -3.9346)
C (1.1997, 2.2235, -1.1067)
C (1.6534, 1.3658, -2.2797)
N (1.5926, -0.0141, -1.7391)
C (2.7355, -0.8262, -1.8136)
C (2.9439, -1.6923, -0.7473)
F (1.9375, -1.6447, 0.2398)
C (3.9914, -2.5663, -0.6313)
F (4.0893, -3.3759, 0.4032)
C (4.9323, -2.5697, -1.6661)
F (5.9549, -3.3758, -1.6033)
C (4.7649, -1.7286, -2.7649)
F (5.6333, -1.7556, -3.7411)
C (3.6713, -0.8693, -2.8440)
F (3.5114, -0.1087, -3.9126)
H (0.0768, 2.5154, 1.4219)
H (1.0066, 1.0280, 1.3008)
H (-0.8003, 0.9924, 1.3966)
H (-1.1787, 3.2188, -1.1825)
H (-2.0391, 2.0389, -0.1874)
H (-1.1772, 1.5407, -3.0855)
H (-2.7952, 1.5053, -2.3982)
H (1.9949, 2.2333, -0.3613)
H (0.9753, 3.2530, -1.3801)
H (2.6717, 1.6101, -2.5718)
H (1.0239, 1.4566, -3.1631)
N (-1.0280, -4.9981, -1.8469)
C (-0.2383, -4.1272, -1.2674)
N (0.2436, -4.3344, -0.0509)
S (0.2230, -2.7023, -2.1958)
H (-1.2117, -5.9123, -1.4480)
H (-1.3904, -4.8228, -2.7739)
H (0.0201, -5.1784, 0.4652)
H (1.0289, -3.8035, 0.2892)

Atoms 1-3, force components in eV/Å:
0.07 -0.29 0.32
0.00 -0.18 0.04
0.01 0.17 -0.29

Results
- calculated total energy (a.u.) = -2421.49483
- largest force on an atom (hartree/bohr) = 0.0089
- net charge = +3


- Which formula does entry 6 have?
  C18H15F10N5STa


Copy entry 4 word for word.
Here is a molecular structure, C18H15BrI2N3NaO6Se from the OMol25 dataset. Energies are from wB97M-V/def2-TZVPD.

Atoms and positions in Å:
Na (0.8403, 1.3980, -1.4463)
I (-7.3184, 0.9001, 0.3937)
C (-5.2999, 1.0401, -0.0861)
C (-4.8004, 2.1807, -0.7037)
C (-3.4536, 2.2706, -1.0157)
I (-2.7561, 3.9868, -1.9629)
C (-2.5210, 1.2347, -0.7258)
O (-1.2810, 1.2617, -0.9831)
C (-3.0978, 0.0734, -0.0892)
C (-2.1296, -1.0462, 0.1613)
N (-2.0053, -1.8772, -1.0405)
C (-1.3225, -3.1355, -0.8795)
C (0.2007, -3.0816, -0.9221)
C (0.9247, -4.1761, -1.3825)
C (2.3049, -4.0788, -1.4828)
C (2.9154, -2.8827, -1.1408)
C (2.1200, -1.8431, -0.6834)
N (0.7928, -1.9456, -0.5590)
C (-4.4326, -0.0153, 0.2122)
H (-5.4594, 3.0033, -0.9489)
H (-2.4670, -1.6934, 0.9804)
H (-1.1742, -0.6026, 0.4408)
H (-1.5240, -1.3305, -1.7479)
H (-1.6252, -3.8253, -1.6777)
H (-1.6616, -3.6036, 0.0517)
H (0.4005, -5.0745, -1.6904)
H (2.8911, -4.9092, -1.8598)
H (3.9753, -2.7126, -1.2642)
H (2.5655, -0.8801, -0.4568)
H (-4.8149, -0.9170, 0.6794)
O (2.9741, 2.8047, 4.6961)
C (2.2897, 2.4388, 3.5679)
C (2.0248, 1.1124, 3.2611)
C (1.3206, 0.8419, 2.1028)
N (0.8899, 1.7858, 1.2689)
C (1.1857, 3.0207, 1.5747)
Br (0.6445, 4.3556, 0.3265)
C (1.8617, 3.4356, 2.7116)
H (3.2241, 2.0025, 5.1648)
H (2.3612, 0.3052, 3.9016)
H (1.0939, -0.1767, 1.8171)
H (2.0715, 4.4754, 2.9085)
O (4.5306, 2.3200, -2.8593)
Se (3.4997, 1.1804, -2.3204)
O (2.0990, 1.1671, -3.2226)
O (2.9719, 1.5317, -0.7722)
O (4.1702, -0.3198, -2.2975)

Atoms 1-3, force components in eV/Å:
-0.46 0.05 0.29
-0.25 0.00 0.05
0.53 0.12 -0.15

Results
- calculated total energy (a.u.) = -7043.83054
- largest force on an atom (hartree/bohr) = 0.0144
- net charge = -2